No. 1
{"formula": "C16H22GaN4S3", "method": "ωB97M-V/def2-TZVPD", "elements": ["H", "C", "H", "C", "H", "H", "C", "H", "C", "H", "H", "C", "C", "S", "C", "N", "H", "H", "H", "H", "H", "C", "S", "H", "C", "C", "C", "H", "Ga", "C", "H", "N", "S", "C", "H", "H", "H", "C", "H", "H", "H", "H", "C", "N", "N", "C"], "xyz": [[1.236, 3.978, 1.494], [2.661, -1.948, 3.529], [-4.575, -0.624, 0.331], [1.363, 2.920, 1.731], [-3.296, -3.554, -2.569], [-0.825, 3.089, -0.258], [2.596, -2.728, 1.245], [-0.170, 5.349, -3.218], [-3.807, -1.155, -0.216], [-2.202, -0.164, 0.780], [1.556, 2.829, 2.799], [-0.633, 3.303, -2.714], [-2.491, -0.894, 0.034], [1.436, 0.347, -0.903], [0.351, 4.448, -2.896], [0.030, 2.055, -2.318], [-1.166, 3.094, -3.639], [-0.737, 2.453, 1.949], [4.439, -3.515, 0.499], [5.676, -3.172, 2.602], [0.553, 1.568, -3.031], [-3.096, -2.788, -1.832], [0.245, -1.588, 2.309], [-6.181, -2.007, -0.910], [0.303, 1.657, -1.078], [-4.151, -2.136, -1.166], [0.122, 2.124, 1.366], [-5.675, -3.173, -2.066], [0.342, -1.483, 0.099], [-1.807, -2.462, -1.524], [2.154, -1.504, 4.376], [-5.434, -2.434, -1.430], [1.792, -3.102, -0.314], [3.941, -3.080, 1.356], [0.275, 1.070, 1.574], [4.517, -2.183, 4.566], [2.232, 2.540, 1.194], [3.988, -2.329, 3.634], [1.094, 4.198, -3.654], [-1.395, 3.555, -1.978], [0.876, 4.667, -1.964], [-0.980, -2.961, -2.013], [1.951, -2.135, 2.343], [-0.254, 2.285, -0.050], [-1.486, -1.521, -0.608], [4.634, -2.888, 2.538]], "total_charge": 1, "homo_energy_ev": -10.127}


No. 2
{"formula": "C44H61IrN2O6P2S2Si4", "method": "ωB97M-V/def2-TZVPD", "elements": ["H", "H", "H", "C", "H", "H", "H", "C", "C", "H", "O", "P", "N", "H", "C", "C", "S", "C", "C", "H", "N", "H", "H", "C", "C", "H", "Si", "C", "H", "C", "C", "H", "H", "C", "H", "H", "C", "O", "C", "Si", "H", "C", "H", "S", "H", "C", "H", "H", "H", "O", "H", "C", "P", "C", "H", "H", "C", "C", "C", "H", "H", "H", "H", "C", "H", "H", "H", "C", "H", "C", "C", "C", "H", "H", "C", "H", "O", "C", "C", "C", "Si", "H", "C", "H", "O", "C", "H", "H", "C", "H", "H", "C", "H", "H", "H", "H", "H", "Si", "C", "C", "H", "C", "H", "H", "H", "H", "C", "H", "C", "H", "H", "H", "H", "H", "C", "H", "C", "C", "O", "H", "Ir", "C"], "xyz": [[-3.721, -1.985, 2.342], [-2.640, 4.521, 0.153], [-2.085, 3.196, -2.456], [-3.919, 1.329, -3.035], [0.609, -5.491, -3.118], [2.618, -6.696, 1.918], [-2.438, 4.707, 1.897], [1.783, 3.508, -2.751], [3.533, 0.703, 5.119], [-5.537, 0.668, 0.564], [0.384, -1.918, -1.521], [1.546, -1.104, 1.316], [-0.162, -0.901, 1.164], [-4.933, 1.605, -3.349], [3.073, 0.249, -3.102], [2.394, -5.640, 1.825], [0.623, -2.730, -2.736], [-1.072, 3.578, -2.355], [-0.748, -2.138, 3.900], [2.852, -5.195, 3.875], [0.558, 1.201, -1.144], [5.337, 0.105, 4.115], [1.366, 4.490, -2.990], [4.432, 1.883, -1.999], [3.952, 0.232, -4.173], [-1.008, 4.158, -1.432], [-2.330, 2.308, 1.364], [2.490, 2.332, 0.502], [-0.093, 1.557, 2.102], [-5.243, 0.327, -0.430], [-4.583, 3.204, -0.985], [2.362, -2.813, 3.668], [0.635, 3.340, 0.181], [2.254, -3.443, 2.799], [-0.908, 4.274, -3.184], [-4.403, 1.200, 2.345], [1.698, -3.764, 0.495], [1.803, -3.547, -2.599], [-3.963, 2.193, 2.319], [0.329, 2.317, -2.524], [-0.600, 2.002, -4.786], [1.563, 3.340, 0.741], [-1.546, -2.720, 4.375], [-2.613, -1.923, -2.020], [6.201, 2.493, -3.042], [1.799, 4.322, 1.693], [-4.085, -4.217, -2.312], [-3.691, 0.365, -3.465], [5.776, 1.024, -4.988], [0.499, -2.001, -3.973], [-1.304, -3.874, 0.451], [-2.198, 1.345, -0.279], [2.132, 0.901, -0.605], [1.495, 0.138, 3.973], [-6.124, 0.381, -1.077], [-1.670, 2.128, -0.834], [4.253, 0.118, 4.084], [-1.392, -3.745, 1.526], [-1.422, -6.199, -2.959], [4.364, 1.505, 1.124], [-0.446, 0.435, -3.982], [-5.591, 3.194, -1.413], [-4.946, -0.717, -0.366], [3.909, 3.303, 2.205], [-0.768, 2.763, 3.203], [-1.036, 4.389, 0.877], [4.821, 3.271, 2.789], [2.478, -0.525, 0.113], [1.058, 5.092, 1.868], [2.195, -0.437, 2.926], [-2.094, 4.151, 1.018], [-0.427, -5.235, -2.949], [-3.239, 2.061, -3.476], [1.885, -5.752, -0.261], [2.529, -4.799, 2.920], [-4.659, 3.601, 0.024], [-4.006, -1.896, -2.348], [-0.735, -3.903, -2.709], [-1.006, 1.886, 2.593], [2.978, 4.309, 2.424], [-1.275, -1.959, 2.104], [-3.736, 2.477, 3.353], [2.151, 0.716, 5.055], [-3.524, -6.588, -2.742], [-2.348, -1.762, -0.550], [0.033, 1.400, -4.127], [0.978, 1.214, -4.640], [-0.638, -4.365, 2.012], [-2.742, -5.840, -2.733], [3.749, -0.420, -5.013], [4.159, -0.846, 2.173], [1.828, -2.905, 1.583], [-3.042, -0.525, 3.066], [2.420, 3.197, -3.580], [-2.378, -4.113, 1.829], [-0.656, -1.204, 4.452], [3.165, 5.071, 3.171], [-3.916, 1.438, -1.155], [-2.062, -3.550, -2.471], [-3.063, -4.516, -2.489], [1.572, 1.176, 5.847], [5.082, 1.038, -4.156], [4.622, 2.547, -1.166], [2.415, 3.637, -1.877], [2.201, -0.385, -3.126], [0.421, 0.154, 3.947], [3.298, 1.077, -2.008], [-3.250, -0.643, 1.311], [5.322, 1.859, -3.063], [-1.349, 1.091, 3.258], [0.177, -2.700, 4.013], [4.048, 1.149, 5.961], [-4.718, 2.889, 1.953], [-1.163, -7.234, -3.142], [1.983, -5.115, 0.609], [1.401, -3.356, -0.457], [3.663, 2.321, 1.259], [3.594, -0.432, 3.001], [-1.778, -0.861, -2.629], [-3.988, 3.902, -1.580], [-0.858, -0.231, -0.624], [-2.978, -1.195, 2.206]], "spin_multiplicity": 2, "total_charge": -1, "homo_energy_ev": [-4.305, -4.279]}


No. 3
{"formula": "C16H22BaSi2", "method": "ωB97M-V/def2-TZVPD", "elements": ["C", "H", "C", "H", "H", "H", "C", "C", "C", "H", "C", "H", "C", "H", "C", "H", "C", "Si", "H", "C", "C", "H", "H", "H", "H", "H", "C", "Si", "H", "H", "Ba", "H", "H", "C", "H", "H", "H", "C", "C", "H", "C"], "xyz": [[-4.249, -1.244, 3.079], [4.662, -0.452, -1.047], [1.841, 0.064, -3.644], [2.727, -2.438, 1.151], [3.372, 0.043, -5.125], [-2.518, 0.539, 5.376], [1.496, -0.049, -2.292], [2.499, -0.180, -1.325], [3.841, -0.264, -1.760], [5.227, -0.186, -3.370], [3.140, -1.469, 1.375], [-2.984, -1.762, 4.800], [-1.092, 1.453, -2.585], [1.053, 0.187, -4.390], [-1.091, -1.477, -2.672], [-0.687, -1.465, -3.704], [-3.471, -0.997, 4.184], [-0.329, -0.037, -1.739], [-5.476, -0.391, 1.490], [-4.785, -0.222, 2.314], [-3.148, 0.309, 4.515], [-2.087, 1.689, -2.158], [-3.382, 2.331, 4.040], [3.150, -1.276, 2.460], [-4.584, -2.254, 2.886], [-2.166, -1.377, -2.648], [-4.483, 1.094, 2.688], [2.071, -0.135, 0.519], [2.382, 2.330, 0.598], [3.896, 1.496, 0.934], [-0.871, 0.043, 1.175], [-0.463, 2.342, -2.481], [-4.910, 1.939, 2.169], [4.176, -0.169, -3.096], [4.209, -1.477, 1.063], [-1.244, 1.295, -3.645], [-0.778, -2.416, -2.252], [3.190, 0.004, -4.062], [2.830, 1.477, 1.160], [2.688, 1.751, 2.247], [-3.651, 1.350, 3.769]], "homo_energy_ev": -5.624}